Molecular formula: C3H10N2O
Method: DFT, ωB97M-V/def2-TZVPD

Last column: Löwdin charge in e.
Positions of all 16 atoms, in Å:
C  1.16887  2.17076  -0.50362  -0.11
C  1.14175  1.32991  0.76940  -0.32
N  0.31324  0.12804  0.65476  0.01
C  0.84096  -0.70689  -0.13322  -0.34
N  0.20046  -1.49538  -1.05096  0.10
H  0.33452  1.98823  -1.17912  0.07
H  2.12990  2.13842  -1.00984  0.06
H  1.07559  3.22245  -0.19802  0.06
H  0.87395  1.88093  1.66847  0.09
H  2.20163  1.05713  0.96516  0.10
H  1.93455  -0.78187  -0.21087  0.13
H  0.81960  -1.66914  -1.82683  0.08
H  -0.76609  -1.34121  -1.27770  0.08
O  -3.05326  -1.41891  0.52759  -0.08
H  -3.37146  -1.48648  -0.38759  0.03
H  -3.43449  -0.54111  0.70797  0.04

Properties
max |F|	0.0382	Eh/bohr
E_LUMO	0.85	eV
relative energy (zero: lowest compared OMol25 entry of this formula, charge and spin)	40.8	kcal per mole
HOMO energy	-8.4	eV
total charge	0
HOMO-LUMO gap	9.25	eV
SMILES string	CC/N=C/N.O
E_tot	-8299.734	eV

***

Molecular formula: C15H27CdN2OS3Si
Method: DFT, ωB97M-V/def2-TZVPD

Last column: Löwdin charge in e.
Positions of all 50 atoms, in Å:
Cd  0.32212  -0.01779  -0.21874  1.20
C  -1.80323  0.73574  2.54417  -0.55
C  -2.29842  1.89523  1.68096  -0.53
S  -1.92070  1.80385  -0.09299  0.74
C  -1.24304  3.49815  -0.39355  -0.59
C  -0.08262  3.93601  0.47517  -0.45
S  1.39434  2.38099  0.09003  0.64
C  1.81982  2.36486  1.84922  -0.53
C  0.75065  1.91304  2.84184  -0.51
S  -0.04470  0.31526  2.48394  0.80
H  -2.07900  0.94046  3.58190  0.07
H  -2.29189  -0.19231  2.24837  0.03
H  -3.38348  1.94176  1.80159  0.07
H  -1.89584  2.84119  2.03683  0.05
H  -0.91156  3.41003  -1.43410  0.05
H  -2.11625  4.15827  -0.39457  0.05
H  0.32718  4.85964  0.05132  0.03
H  -0.41334  4.17268  1.49581  0.01
H  2.69046  1.71279  1.89786  0.05
H  2.11202  3.37320  2.15781  0.07
H  1.18607  1.83513  3.84109  0.06
H  -0.04330  2.65424  2.88570  0.04
C  -4.27296  -1.06492  0.53479  -0.05
C  -3.22946  -2.13215  0.32158  -0.36
C  -3.59523  -3.46656  0.42354  -0.08
C  -2.60524  -4.42618  0.21854  -0.10
C  -1.32974  -4.03376  -0.09818  -0.06
C  -1.02352  -2.64928  -0.22094  -0.47
N  -1.99236  -1.73165  0.03155  0.10
N  0.19608  -2.18982  -0.54430  -0.17
Si  1.40447  -2.98155  -1.48290  0.34
C  2.48716  -4.09605  -0.41983  -0.19
C  2.47792  -1.68088  -2.27798  -0.21
C  0.66045  -4.04137  -2.85542  -0.19
H  -5.15643  -1.28230  -0.06811  0.08
H  -3.89934  -0.08329  0.24789  0.03
H  -4.58867  -1.03337  1.58088  0.08
H  -4.61510  -3.74222  0.65811  0.09
H  -2.83971  -5.48129  0.31019  0.10
H  -0.54521  -4.76417  -0.24131  0.08
H  2.95640  -3.50444  0.36949  0.03
H  3.27919  -4.56423  -1.01096  0.02
H  1.90707  -4.89020  0.05753  0.01
H  2.81681  -0.93444  -1.54976  -0.02
H  1.91983  -1.14216  -3.04957  0.03
H  3.34571  -2.14528  -2.75670  0.02
H  0.10028  -4.90247  -2.48800  0.01
H  1.46128  -4.41287  -3.50144  0.02
H  -0.01560  -3.44305  -3.47144  0.03
O  2.28393  0.81864  -0.20562  -0.95

Properties
max |F|	0.0105	Eh/bohr
E_LUMO	2.76	eV
relative energy (zero: lowest compared OMol25 entry of this formula, charge and spin)	20.9	kcal per mole
HOMO energy	-2.5	eV
total charge	-1
HOMO-LUMO gap	5.22	eV
E_tot	-65969.407	eV

***

Molecular formula: C3H3NO2
Method: DFT, ωB97M-V/def2-TZVPD

Last column: Löwdin charge in e.
Positions of all 9 atoms, in Å:
O  -1.15008  -2.41548  -2.09352  0.03
C  -0.31388  -1.74072  -1.72673  0.00
C  1.37552  0.80453  0.14041  0.00
N  0.15180  0.84859  0.38435  0.06
C  -0.97584  0.37479  0.96085  -0.37
O  -1.70763  -0.46338  0.47273  -0.01
H  2.10013  0.10631  0.57861  0.09
H  1.76595  1.52999  -0.57829  0.08
H  -1.24597  0.95536  1.86159  0.13

Properties
max |F|	0.0265	Eh/bohr
E_LUMO	0.52	eV
relative energy (zero: lowest compared OMol25 entry of this formula, charge and spin)	50.2	kcal per mole
HOMO energy	-9.9	eV
total charge	0
HOMO-LUMO gap	10.41	eV
E_tot	-8742.952	eV